DFT (ωB97M-V/def2-TZVPD) results for a 13-piece molecular cluster, C6H35N2O12 overall.

Values from the calculation:
F_max: 7.15 eV/A
E_LUMO: -2.756 eV
Relative energy (zero: lowest compared OMol25 entry of this formula, charge and spin): 86.1 kcal/mol
Net charge: +1
HOMO energy: -12.13 eV

XYZ file:
```
55
C6H35N2O12 ωB97M-V/def2-TZVPD
C 0.316 1.948 1.748
C 0.802 2.122 0.230
C 0.715 0.889 -0.612
C -0.577 0.529 -1.212
C -1.069 0.417 -2.470
N -2.332 -0.303 -2.543
C -2.758 -0.282 -1.228
N -1.755 -0.026 -0.428
H 0.584 2.704 2.468
H 0.676 1.014 2.204
H -0.756 2.035 1.862
H 1.909 2.585 0.213
H 0.187 2.883 -0.279
H 0.891 0.034 0.107
H 1.647 0.813 -1.244
H -0.876 0.907 -3.422
H -2.934 -0.519 -3.376
H -3.753 -0.527 -0.842
H 0.532 -1.018 2.221
H -3.517 1.331 0.558
H -3.981 2.843 0.262
O -3.192 2.141 0.151
H 0.406 -3.599 1.326
H -0.689 -2.503 1.174
O -0.347 -3.405 0.926
H -3.201 0.875 2.423
H -3.941 -0.480 2.289
O -3.445 0.265 1.807
H 2.502 -2.463 -0.961
H 4.074 -2.478 -1.310
O 3.469 -2.247 -0.624
H -0.080 -2.972 -2.956
H 0.925 -2.845 -3.952
O -0.034 -2.799 -3.890
H -0.691 -0.952 3.056
H -1.614 -0.150 0.699
O -0.432 -1.063 2.060
H -1.483 3.401 -2.771
H -2.620 2.698 -2.156
O -2.012 2.614 -2.878
H 3.379 1.391 -1.080
H 3.040 2.653 -1.912
O 3.672 1.965 -1.680
H 3.539 -0.689 -0.128
H 4.581 0.233 0.440
O 3.715 0.111 0.426
H -1.185 0.554 4.390
H -1.523 2.020 3.946
O -1.394 1.015 3.565
H 2.643 -1.675 2.848
H 2.828 -0.649 1.681
O 2.267 -1.002 2.317
H 1.181 -4.154 -1.234
H 0.598 -2.896 -0.716
O 1.112 -3.295 -1.492
```

DFT (ωB97M-V/def2-TZVPD) results for a 13-piece molecular cluster, C6H35NO12 overall.

Values from the calculation:
F_max: 3.63 eV/A
E_LUMO: 0.200 eV
Relative energy (zero: lowest compared OMol25 entry of this formula, charge and spin): 112.2 kcal/mol
Net charge: 0
HOMO energy: -9.21 eV

XYZ file:
```
54
C6H35NO12 ωB97M-V/def2-TZVPD
C -1.080 -2.846 -0.171
C -1.130 -1.485 -0.853
C -2.209 -0.545 -0.346
C -2.344 0.682 -1.229
C -3.377 1.502 -1.111
C -0.470 1.472 -2.407
N -1.517 0.807 -2.361
H -1.386 -3.692 -0.796
H -0.094 -3.088 0.228
H -1.748 -2.881 0.693
H -0.137 -1.048 -0.943
H -1.257 -1.642 -1.926
H -3.083 -1.200 -0.339
H -2.099 -0.317 0.712
H -3.662 2.406 -1.671
H -4.163 1.280 -0.386
H 0.079 1.336 -3.325
H -0.107 2.127 -1.617
H 2.053 -2.502 0.665
H 2.923 -3.038 -0.489
O 1.992 -3.043 -0.141
H -2.146 -0.774 3.743
H -0.697 -0.984 2.965
O -1.700 -0.983 2.917
H 3.802 0.258 -0.283
H 3.220 0.845 -1.574
O 3.504 1.033 -0.669
H -2.417 2.667 1.967
H -2.445 1.030 2.067
O -2.290 1.887 2.514
H -0.644 1.365 2.945
H 0.740 1.569 2.335
O 0.202 0.904 2.767
H 2.382 2.183 0.409
H 3.516 2.591 1.211
O 2.588 2.691 1.186
H 1.910 -1.770 -1.287
H 1.825 -0.898 -2.579
O 2.416 -1.151 -1.862
H 1.591 -0.605 1.480
H 2.645 -1.136 2.362
O 2.510 -0.899 1.455
H 2.516 -1.408 4.503
H 1.433 -0.432 4.157
O 1.726 -1.322 3.985
H -2.523 -0.080 -3.732
H -2.790 -1.447 -3.041
O -2.515 -1.020 -3.864
H 0.849 -1.300 -4.678
H -0.052 -0.409 -3.883
O 0.877 -0.601 -4.023
H 1.591 4.969 1.686
H 0.541 4.093 1.046
O 0.652 4.849 1.589
```

DFT (ωB97M-V/def2-TZVPD) results for a 11-piece molecular cluster, C6H36N2O10 overall.

Values from the calculation:
F_max: 3.30 eV/A
E_LUMO: 0.240 eV
Relative energy (zero: lowest compared OMol25 entry of this formula, charge and spin): 18.1 kcal/mol
Net charge: 0
HOMO energy: -9.30 eV
SMILES string: CCNC[C@@H](N)CC.O.O.O.O.O.O.O.O.O.O

XYZ file:
```
54
C6H36N2O10 ωB97M-V/def2-TZVPD
C 1.403 -0.805 3.682
C 0.029 -1.165 3.074
N -0.026 -0.703 1.662
C -1.286 -1.072 1.011
C -1.285 -0.805 -0.502
N -2.736 -0.885 -0.899
C -0.625 0.518 -0.886
C -0.595 0.763 -2.400
H 1.488 -1.191 4.752
H 2.227 -1.259 3.077
H 1.520 0.245 3.720
H -0.806 -0.699 3.658
H -0.105 -2.277 3.197
H 0.792 -1.048 1.141
H -2.125 -0.497 1.546
H -1.478 -2.124 1.178
H -0.697 -1.664 -1.014
H -3.267 -0.186 -0.342
H -2.829 -0.718 -1.884
H -1.108 1.339 -0.308
H 0.363 0.483 -0.478
H -1.615 0.846 -2.814
H -0.115 1.703 -2.651
H -0.045 -0.009 -2.967
O 0.397 1.996 1.663
H 0.164 1.009 1.712
H 0.616 2.262 2.537
O -0.264 3.791 -0.241
H -0.199 3.255 0.586
H 0.354 3.373 -0.832
O 1.233 -3.376 -0.225
H 1.917 -2.797 0.214
H 0.414 -3.076 0.183
O 2.961 -1.689 0.905
H 3.761 -2.159 0.904
H 3.051 -1.062 0.125
O 1.988 2.314 -0.477
H 2.717 2.852 -0.234
H 1.539 2.141 0.368
O -3.261 1.525 0.913
H -3.309 2.315 0.311
H -2.322 1.585 1.315
O -2.893 3.561 -0.780
H -1.940 3.699 -0.655
H -3.029 3.499 -1.694
O -0.786 -2.242 -3.539
H -0.924 -3.210 -3.794
H -1.437 -1.978 -2.925
O 3.064 -0.064 -1.134
H 2.511 -0.677 -1.729
H 2.615 0.813 -1.012
O 1.642 -1.939 -2.415
H 0.790 -1.962 -2.874
H 1.549 -2.549 -1.730
```

DFT (ωB97M-V/def2-TZVPD) results for C6H36NO12 as an isolated structure.

Values from the calculation:
F_max: 4.41 eV/A
E_LUMO: 2.712 eV
Relative energy (zero: lowest compared OMol25 entry of this formula, charge and spin): 119.0 kcal/mol
Net charge: -1
HOMO energy: -6.26 eV

XYZ file:
```
55
C6H36NO12 ωB97M-V/def2-TZVPD
C 1.207 -2.974 1.699
C 0.990 -1.460 1.523
C -0.381 -0.884 1.906
C -0.505 0.668 1.807
C -1.756 1.030 2.658
N 1.321 -1.212 0.046
C 1.415 3.441 -1.122
O 1.691 2.916 -0.034
H 0.733 -3.336 2.592
H 2.198 -3.187 1.611
H 0.638 -3.566 1.093
H 1.726 -0.842 2.060
H -1.080 -1.506 1.107
H -0.613 -1.355 2.934
H -0.566 1.085 0.772
H 0.326 1.219 2.207
H -2.423 1.490 1.915
H -2.234 0.205 3.198
H -1.489 1.692 3.498
H 1.144 -2.089 -0.540
H 1.081 4.417 -1.132
H 1.444 2.925 -2.063
H -1.513 3.882 0.256
H -0.285 3.263 0.731
O -0.611 4.040 0.258
H -2.196 -0.767 -3.156
H -1.084 0.047 -1.880
O -1.516 -0.945 -2.539
H -0.063 1.387 -2.135
H -2.012 2.127 -0.877
O -0.665 1.208 -1.437
H -3.764 -3.198 -0.791
H -2.250 -3.552 -1.011
O -3.084 -3.564 -1.412
H 3.789 -0.559 -1.668
H 3.011 -1.382 -0.937
O 4.017 -1.286 -1.144
H 1.780 0.605 3.924
H 0.330 0.345 4.254
O 1.166 0.575 4.670
H 0.814 -1.689 -3.754
H -0.069 -0.543 -3.038
O 0.806 -0.724 -3.560
H 0.806 -0.562 -0.552
H -2.983 -1.296 -1.382
O -3.667 -0.875 -0.758
H -0.920 -2.249 -1.877
H -0.372 -3.545 -2.171
O -0.386 -2.998 -1.412
H -3.564 2.302 -0.848
H -3.121 -0.173 -0.402
O -2.768 2.287 -0.383
H 3.791 0.432 0.460
H 3.028 1.709 0.681
O 3.879 1.342 0.976
```

DFT (ωB97M-V/def2-TZVPD) results for a 12-piece molecular cluster, C6H36O15 overall.

Values from the calculation:
F_max: 2.61 eV/A
E_LUMO: 0.221 eV
Relative energy (zero: lowest compared OMol25 entry of this formula, charge and spin): 104.4 kcal/mol
Net charge: 0
HOMO energy: -10.19 eV
SMILES string: OCCO.OCCO.OCCO.O.O.O.O.O.O.O.O.O

XYZ file:
```
57
C6H36O15 ωB97M-V/def2-TZVPD
O 0.726 -0.394 -0.696
C 0.236 -0.489 0.659
C 1.092 -1.128 1.706
O 2.362 -0.380 1.839
H 0.622 0.507 -1.012
H 0.119 0.580 0.840
H -0.728 -0.996 0.660
H 1.134 -2.210 1.578
H 0.643 -1.101 2.699
H 2.348 0.355 1.222
O -2.971 3.411 -8.286
C -2.635 2.100 -7.922
C -1.501 1.940 -6.892
O -2.025 1.541 -5.652
H -2.806 3.620 -9.209
H -3.526 1.610 -7.529
H -2.400 1.516 -8.812
H -1.010 2.913 -6.865
H -0.685 1.381 -7.350
H -2.329 0.637 -5.759
O -5.298 -2.531 3.681
C -4.065 -2.705 4.252
C -4.109 -2.298 5.723
O -2.742 -2.318 6.334
H -5.780 -3.338 3.874
H -3.636 -3.698 4.120
H -3.523 -2.032 3.587
H -4.716 -3.068 6.199
H -4.587 -1.321 5.790
H -2.476 -3.229 6.475
O 2.264 -0.470 -5.116
H 1.704 0.290 -5.276
H 1.945 -0.832 -4.289
O -4.364 1.720 0.797
H -4.615 0.915 1.250
H -4.484 1.521 -0.131
O 5.724 1.136 -2.378
H 5.987 1.399 -3.260
H 4.773 1.238 -2.371
O 1.302 -5.713 6.052
H 1.392 -6.133 5.196
H 1.704 -6.329 6.664
O 2.354 3.912 1.398
H 3.262 4.175 1.246
H 2.285 3.827 2.349
O 6.018 4.139 0.103
H 6.356 3.292 -0.185
H 6.485 4.779 -0.435
O 1.992 4.102 -2.647
H 1.833 4.172 -1.706
H 1.727 4.952 -2.998
O 2.015 2.389 5.201
H 1.419 2.269 5.941
H 2.104 1.516 4.820
O 1.074 -6.968 1.887
H 0.815 -6.362 1.193
H 1.192 -7.807 1.441
```

DFT (ωB97M-V/def2-TZVPD) results for a 12-piece molecular cluster, C6H37NO12 overall.

Values from the calculation:
F_max: 3.26 eV/A
E_LUMO: -0.201 eV
Relative energy (zero: lowest compared OMol25 entry of this formula, charge and spin): 87.1 kcal/mol
Net charge: 0
HOMO energy: -9.51 eV
SMILES string: CCN(C)[C@@H](C)CO.O.O.O.O.O.O.O.O.O.O.O

XYZ file:
```
56
C6H37NO12 ωB97M-V/def2-TZVPD
C -2.472 0.081 2.252
C -1.501 0.810 1.289
N -1.705 0.346 -0.072
C -3.011 0.645 -0.611
C -0.635 0.794 -1.039
C -0.357 2.322 -1.018
C 0.675 -0.036 -0.840
O 1.777 0.770 -1.238
H -3.467 0.523 2.315
H -2.033 0.076 3.253
H -2.530 -0.935 1.907
H -0.531 0.537 1.698
H -1.605 1.886 1.438
H -3.831 0.120 -0.120
H -3.294 1.685 -0.432
H -3.167 0.264 -1.613
H -1.012 0.560 -2.011
H 0.585 2.463 -0.492
H -1.095 2.840 -0.412
H -0.278 2.749 -2.005
H 0.709 -0.230 0.222
H 0.653 -0.869 -1.527
H 2.504 0.354 -1.738
O -0.683 3.647 3.230
H -1.329 3.146 2.720
H 0.064 3.575 2.637
O 0.440 -3.157 1.470
H 0.026 -2.796 0.656
H 1.245 -3.489 1.072
O 2.706 -1.084 3.041
H 2.317 -0.212 2.832
H 2.026 -1.705 3.299
O 1.872 -1.930 -3.016
H 1.340 -2.388 -3.645
H 2.615 -1.477 -3.409
O -3.014 3.864 -0.060
H -2.979 3.325 -0.869
H -2.566 4.702 -0.151
O 2.698 0.634 -3.624
H 3.632 0.756 -3.812
H 2.549 1.148 -2.809
O 2.263 1.276 1.810
H 1.988 1.121 0.952
H 3.195 1.460 1.723
O 0.427 -4.135 -1.892
H -0.159 -3.400 -1.663
H 1.211 -3.647 -2.219
O -1.891 -3.324 2.964
H -1.114 -3.278 2.374
H -2.068 -4.257 3.136
O 4.319 0.136 -1.950
H 4.553 -0.565 -1.327
H 4.236 0.937 -1.446
O -1.133 -2.349 -0.609
H -1.307 -1.399 -0.331
H -1.858 -2.890 -0.290
```

The highest relative energy (zero: lowest compared OMol25 entry of this formula, charge and spin) belongs to which entry? C6H36NO12

Among the records above, which one has the lowest F_max? C6H36O15

Among the records above, which one has the highest E_LUMO? C6H36NO12